No. 1
C28H29BBiCl3F4N2O4PS2Si as an isolated structure, computed with wB97M-V/def2-TZVPD.

XYZ file:
```
76
Properties=species:S:1:pos:R:3:forces:R:3:mulliken_spin:R:1
Bi 0.86479 -0.45594 -0.93355 0.5 -0.2 0.3 0.12
S -0.75834 -1.49908 -5.25168 0.0 0.0 -0.1 0.05
C -0.13385 -3.05793 -4.93147 0.0 -0.1 0.1 -0.05
C 0.90615 -3.02239 -4.07485 0.1 0.0 -0.1 0.08
C 1.30040 -1.69213 -3.65037 0.2 -0.3 -0.1 -0.04
C 0.44211 -0.75524 -4.24109 0.0 0.1 0.1 0.17
C 0.24687 0.67249 -4.01784 0.0 0.0 0.0 0.05
C -0.07965 1.53767 -5.06285 0.0 0.0 0.0 0.03
C -0.34154 2.86363 -4.78857 0.0 0.0 0.0 0.00
C -0.26601 3.31897 -3.48176 0.0 0.0 0.0 0.02
C 0.07532 2.41610 -2.49887 0.0 0.0 0.0 -0.01
N 0.31084 1.13009 -2.75736 0.0 -0.1 0.0 0.03
H -0.57812 -3.93179 -5.38309 0.0 0.0 0.0 0.00
H 1.44571 -3.89054 -3.73002 0.0 0.0 0.0 0.01
H -0.10109 1.15932 -6.07562 0.0 0.0 0.0 0.00
H -0.60347 3.54113 -5.59241 0.0 0.0 0.0 0.00
H -0.49139 4.34049 -3.21405 0.0 0.0 0.0 0.00
H 0.13283 2.71782 -1.46325 0.0 0.0 0.0 0.00
S 3.29764 -2.91929 -2.22517 0.0 -0.1 0.1 0.41
C 2.51647 -1.53182 -2.83138 -0.3 0.3 -0.1 0.14
C -2.80477 -4.47063 -1.13470 -0.1 -0.1 0.1 0.00
P -1.47352 -3.25002 -0.75150 0.0 0.1 -0.3 0.00
C -0.25387 -4.36543 0.03794 0.0 0.0 0.0 0.00
C -2.19503 -2.36809 0.67777 0.1 0.0 0.1 0.00
C -3.24712 -1.47912 0.44829 0.0 0.0 0.0 0.00
C -3.76358 -0.70606 1.47561 0.0 0.0 0.0 0.00
C -3.22094 -0.79800 2.75191 0.0 0.0 0.0 0.00
C -2.15407 -1.65253 2.98698 0.0 0.0 0.0 0.00
C -1.64405 -2.43474 1.95716 0.0 0.0 0.0 0.00
H -3.08154 -5.07695 -0.26782 0.0 0.0 0.0 0.00
H -2.44326 -5.12375 -1.93192 0.0 0.0 0.0 0.00
H -3.68920 -3.94929 -1.50233 0.0 0.0 0.0 0.00
H -0.68651 -4.96832 0.84112 0.0 0.0 0.0 0.00
H 0.58805 -3.78813 0.42965 0.0 0.0 0.0 0.00
H 0.13804 -5.02298 -0.74071 0.0 0.0 0.0 0.00
H -3.63009 -1.33556 -0.55533 0.0 0.0 0.0 0.00
H -4.54560 0.00927 1.25526 0.0 0.0 0.0 0.00
H -3.60563 -0.17249 3.55022 0.0 0.0 0.0 0.00
H -1.68670 -1.69667 3.96426 0.0 0.0 0.0 0.00
H -0.78069 -3.05310 2.15943 0.0 0.0 0.0 0.00
O 1.31284 -0.56813 4.87464 0.0 0.0 0.0 0.00
C 2.06040 0.23396 4.09414 0.0 0.0 0.0 0.00
C 2.48769 1.46232 4.60066 0.0 0.0 0.0 0.00
C 3.27221 2.29885 3.82203 0.0 0.0 0.0 0.00
C 3.64210 1.93047 2.53274 0.0 0.0 0.0 0.00
C 3.20023 0.71627 2.02812 0.0 0.0 0.0 0.00
C 2.39963 -0.13355 2.78066 0.0 0.0 0.0 0.00
C 1.85552 -1.40739 2.18319 0.1 0.0 0.1 -0.01
O 1.34688 -2.23715 2.97639 0.0 0.0 0.0 0.00
O 1.95652 -1.56672 0.93498 -0.2 0.0 -0.1 -0.02
H 1.20345 -1.40225 4.32019 0.0 0.0 0.0 0.00
H 2.19940 1.73240 5.60967 0.0 0.0 0.0 0.00
H 3.60370 3.24824 4.23045 0.0 0.0 0.0 0.00
H 4.24610 2.57803 1.91028 0.0 0.0 0.0 0.00
H 3.45578 0.42621 1.01596 0.0 0.0 0.0 0.00
F -4.26703 1.78543 -0.63795 0.0 0.0 0.0 0.00
B -2.97637 2.01537 -1.16002 0.0 -0.1 0.1 0.00
F -2.32299 0.78285 -1.36840 0.0 0.1 0.0 0.00
F -2.22546 2.78048 -0.22640 0.0 0.0 0.0 0.00
F -3.07109 2.72228 -2.37065 0.0 0.0 0.0 0.00
C -1.24846 2.14321 2.78114 0.0 0.0 0.0 0.00
N -0.10259 2.77011 2.13509 0.0 -0.1 0.0 0.00
C 0.36368 4.06402 2.57419 0.0 0.0 0.0 0.00
C 0.51704 2.10693 1.17235 0.1 0.1 0.1 -0.01
O 0.16416 0.96293 0.84816 -0.1 0.0 -0.1 0.01
H -1.67360 2.85488 3.48733 0.0 0.0 0.0 0.00
H -0.94065 1.24004 3.31041 0.0 0.0 0.0 0.00
H -1.98821 1.87848 2.02690 0.0 0.0 0.0 0.00
H 0.70368 4.01872 3.61183 0.0 0.0 0.0 0.00
H -0.43457 4.80405 2.48672 0.0 0.0 0.0 0.00
H 1.20254 4.37194 1.95195 0.0 0.0 0.0 0.00
H 1.36692 2.60442 0.69006 -0.1 0.0 0.0 0.00
Cl 3.11729 2.39086 -1.07119 0.1 0.1 -0.1 0.00
Si 3.14791 0.16458 -2.18853 -0.2 0.0 0.0 0.01
Cl 3.39707 1.18086 -4.02886 0.1 0.0 0.1 0.00
Cl 5.02266 -0.19303 -1.38432 0.0 0.0 -0.1 0.00
```
Forces are in eV/Å.

Properties
Kohn-Sham gap (alpha / beta) (eV): 5.00 / 5.92
Multiplicity: 2
Total charge: -2
HOMO energy (alpha / beta) (eV): -0.83 / -1.77

---

No. 2
C28H29Br2CrF3N2O3 as an isolated structure in a non-equilibrium geometry, computed with wB97M-V/def2-TZVPD.

XYZ file:
```
68
Properties=species:S:1:pos:R:3:forces:R:3:nbo_charge:R:1
Cr 0.58192 1.35549 0.04064 0.1 -1.1 0.7 0.95
O 0.33419 1.42174 1.78438 0.1 0.1 -0.5 -0.53
C -0.63403 1.33474 2.69101 -0.1 0.1 0.0 0.43
C -0.31429 1.29175 4.04672 0.1 0.1 0.0 -0.26
C -1.32208 1.20318 4.98970 -0.1 0.0 0.0 -0.18
C -2.66236 1.15787 4.60573 0.1 0.0 0.0 -0.25
C -2.97210 1.20898 3.25986 -0.1 0.0 0.0 -0.15
C -1.97189 1.29443 2.29275 -0.1 0.0 -0.2 -0.19
C -2.33066 1.36701 0.88814 -0.3 0.0 0.4 0.15
N -1.48790 1.38718 -0.05904 0.1 0.0 -0.3 -0.25
N -2.03510 1.49329 -1.34299 0.4 0.2 0.3 -0.39
C -1.04132 1.47206 -2.16641 -0.4 0.1 -0.4 0.57
O 0.19517 1.36672 -1.78731 0.3 0.1 0.2 -0.61
C -1.29451 1.55465 -3.62553 0.0 -0.1 0.2 -0.04
C -2.59194 1.55148 -4.12746 -0.1 0.0 0.0 -0.18
C -2.80362 1.60364 -5.49693 0.0 0.0 0.1 -0.23
C -1.72118 1.66014 -6.36847 0.0 0.0 0.1 -0.21
C -0.42752 1.66647 -5.86405 0.0 0.0 0.1 -0.22
C -0.21344 1.61262 -4.49239 0.1 0.0 -0.2 -0.18
H 0.73017 1.32717 4.32941 -0.1 0.0 0.0 0.23
H -1.06089 1.16307 6.04116 0.0 0.0 0.0 0.21
H -3.44753 1.09033 5.34896 0.1 0.0 0.0 0.21
H -4.00849 1.18392 2.93588 0.1 0.0 0.0 0.21
H -3.38401 1.41946 0.62019 0.0 0.0 0.0 0.20
H -3.41865 1.50853 -3.42916 0.0 0.0 -0.1 0.23
H -3.81337 1.60009 -5.88704 0.0 0.0 0.0 0.21
H -1.88756 1.69812 -7.43904 0.0 0.0 0.0 0.21
H 0.41736 1.71222 -6.53939 0.0 0.0 0.0 0.21
H 0.78664 1.61413 -4.07742 0.0 0.0 0.0 0.24
Br 2.94155 1.46709 -0.40551 -0.3 -0.1 -0.1 -0.32
C 4.71356 2.90782 2.21124 -0.1 -0.1 -0.1 -0.45
Br 3.35702 3.00485 3.47045 0.0 0.0 0.0 0.06
H 4.59040 3.52971 1.33712 0.0 0.0 0.1 0.20
H 5.24837 1.97123 2.16334 0.0 0.1 0.0 0.19
F -0.53959 3.88172 0.88542 0.2 -0.4 -0.2 -0.38
C 0.49115 3.41075 0.08869 0.0 1.3 0.0 0.81
F 0.25525 4.02336 -1.11791 0.1 -0.4 0.2 -0.36
F 1.58494 4.06788 0.58487 -0.3 -0.4 -0.1 -0.36
C 2.08224 -0.78901 3.00260 0.2 -0.1 0.0 -0.60
C 2.42306 -2.07858 2.25545 -0.1 0.1 -0.1 -0.23
C 3.65789 -1.93286 1.35600 0.0 0.1 0.1 -0.60
C 1.28723 -2.71118 1.47633 -0.5 0.2 -0.5 -0.09
C 0.97974 -4.02177 1.81290 -0.1 -0.1 -0.4 -0.20
C 0.09209 -4.79211 1.07199 0.0 -0.1 0.0 -0.29
C -0.47640 -4.24251 -0.06932 0.2 -0.1 0.3 -0.20
C -0.25142 -2.92839 -0.44555 0.5 0.1 0.4 -0.10
C -0.91516 -2.45051 -1.71785 0.1 0.2 0.1 -0.23
C 0.06195 -1.76934 -2.68157 0.0 0.0 0.0 -0.61
C -2.14596 -1.60243 -1.39402 0.0 -0.1 0.0 -0.60
C 0.58050 -2.07987 0.37523 -0.3 -0.8 0.5 0.39
O 0.64755 -0.80554 0.15134 0.3 1.4 -0.2 -0.79
H 2.89576 -0.53722 3.69190 0.0 0.0 0.0 0.19
H 1.16453 -0.90782 3.58759 0.1 0.0 -0.1 0.20
H 1.95460 0.04600 2.32404 0.0 0.0 0.0 0.22
H 2.67498 -2.82189 3.01639 0.1 0.0 0.1 0.18
H 3.41074 -1.40969 0.43563 -0.1 0.1 -0.1 0.23
H 4.06634 -2.91738 1.10292 -0.1 0.1 0.0 0.20
H 4.43594 -1.34974 1.85966 0.0 -0.1 0.0 0.19
H 1.48446 -4.46381 2.66650 0.0 0.0 0.0 0.19
H -0.11991 -5.81611 1.35675 0.0 0.0 0.0 0.19
H -1.12259 -4.85192 -0.69357 0.0 0.0 0.0 0.19
H -1.27223 -3.35404 -2.21838 0.0 0.0 -0.1 0.18
H 0.57384 -0.92834 -2.21523 -0.1 -0.1 0.0 0.24
H -0.46888 -1.40675 -3.56772 0.0 0.0 0.0 0.19
H 0.82318 -2.48296 -3.01053 0.0 0.0 0.0 0.20
H -1.88794 -0.80792 -0.70195 0.0 -0.1 0.0 0.21
H -2.91303 -2.22279 -0.92126 0.0 0.0 0.0 0.20
H -2.56676 -1.14841 -2.29586 0.0 0.0 0.0 0.19
```
Forces are in eV/Å.

Properties
Kohn-Sham gap (alpha / beta) (eV): 5.34 / 5.37
Multiplicity: 2
Total charge: -1
HOMO energy (alpha / beta) (eV): -4.17 / -4.17

---

No. 3
C28H29CdGeN2S2 as an isolated structure, computed with wB97M-V/def2-TZVPD.

XYZ file:
```
63
Properties=species:S:1:pos:R:3:forces:R:3:nbo_charge:R:1
Cd 0.94516 0.42321 0.15704 -0.5 0.3 0.2 1.52
C -0.89398 2.13190 -1.87515 0.0 0.1 -0.1 -0.44
N -1.20730 1.52856 -0.57088 0.2 -0.2 -0.1 -0.53
C -1.40925 2.57473 0.45848 0.2 0.1 0.1 -0.23
C -0.11070 3.23902 0.91587 -0.2 -0.1 -0.2 -0.24
N 0.80633 2.33197 1.63362 0.1 -0.1 0.1 -0.54
C 0.28869 2.00975 2.97056 0.0 0.1 0.0 -0.42
C 2.14283 2.89572 1.66306 0.4 0.2 0.0 0.05
C 2.56584 3.66622 2.74172 -0.1 0.0 0.1 -0.18
C 3.82295 4.24383 2.77013 0.0 0.1 0.0 -0.23
C 4.68992 4.05235 1.70584 0.0 0.0 0.0 -0.19
C 4.29208 3.27642 0.63258 0.0 0.0 0.1 -0.21
C 3.02527 2.69383 0.58850 -0.2 0.0 -0.1 -0.17
S 2.64506 1.76174 -0.87158 0.0 0.0 -0.1 -0.48
C -2.32054 0.61564 -0.61471 -0.1 -0.1 0.0 0.10
C -3.37219 0.79459 -1.50965 0.0 0.1 0.0 -0.18
C -4.46397 -0.05905 -1.52183 0.0 0.0 0.0 -0.20
C -4.53913 -1.10524 -0.61715 0.0 -0.1 0.0 -0.20
C -3.49925 -1.31029 0.27075 0.0 0.1 0.0 -0.19
C -2.38278 -0.48070 0.25473 0.1 0.0 0.1 -0.19
S -1.06186 -0.86143 1.39880 0.1 0.1 -0.2 -0.23
H -1.61821 2.90023 -2.16488 0.0 0.0 0.0 0.19
H -0.87125 1.35612 -2.63884 0.0 0.0 0.0 0.22
H 0.09085 2.59320 -1.83498 0.0 0.0 0.0 0.24
H -1.93202 2.13088 1.30530 0.0 0.0 0.0 0.22
H -2.05317 3.36299 0.05036 -0.1 0.0 0.0 0.21
H -0.37016 4.08356 1.56572 0.0 0.0 0.0 0.21
H 0.41673 3.64202 0.05145 0.1 0.0 0.0 0.23
H 0.03298 2.90912 3.53927 0.0 0.0 0.0 0.19
H 1.03301 1.43450 3.51813 0.0 0.0 0.0 0.22
H -0.61237 1.41137 2.88436 -0.1 -0.1 0.0 0.21
H 1.90656 3.82744 3.58473 0.0 0.0 0.0 0.21
H 4.11194 4.85448 3.61451 0.0 0.0 0.0 0.22
H 5.67376 4.50175 1.71752 0.0 0.0 0.0 0.23
H 4.96456 3.10353 -0.19722 0.0 0.0 0.0 0.23
H -3.35208 1.62403 -2.20323 0.0 0.0 0.0 0.22
H -5.26339 0.10919 -2.23068 0.0 0.0 0.0 0.23
H -5.39519 -1.76623 -0.60426 0.0 0.0 0.0 0.23
H -3.54025 -2.12075 0.98551 0.0 -0.1 0.0 0.23
Ge -0.18199 -2.83309 0.58131 -0.1 -0.2 -0.2 1.24
C 1.56650 -2.20653 -0.04219 -0.5 -0.3 0.1 -0.55
C 2.56790 -2.00007 0.91325 0.0 0.0 0.0 -0.25
C 3.83074 -1.58456 0.51824 0.1 0.0 0.0 -0.18
C 4.10525 -1.38381 -0.82795 0.0 0.0 0.0 -0.16
C 3.11792 -1.58432 -1.78203 0.0 -0.1 0.0 -0.20
C 1.84802 -1.98810 -1.39335 0.1 -0.1 -0.1 -0.19
C -1.38410 -3.68574 -0.68598 0.4 0.3 0.3 -0.37
C -1.97735 -4.88425 -0.29502 0.0 0.1 0.0 -0.23
C -2.86527 -5.52672 -1.14461 0.0 0.0 0.0 -0.20
C -3.15181 -4.97733 -2.38627 0.0 0.0 0.0 -0.18
C -2.55088 -3.79129 -2.78567 0.0 0.1 -0.1 -0.19
C -1.67061 -3.14174 -1.93590 0.0 0.0 0.1 -0.24
H -0.02725 -3.67125 1.84889 0.1 0.0 0.0 -0.11
H 2.35693 -2.19430 1.95953 0.1 0.0 0.0 0.23
H 4.60538 -1.43123 1.25800 0.0 0.0 0.0 0.23
H 5.09503 -1.07263 -1.13354 0.0 0.0 0.0 0.24
H 3.33826 -1.43817 -2.83118 0.0 0.0 0.0 0.23
H 1.08569 -2.16694 -2.14300 0.0 0.0 0.0 0.22
H -1.74304 -5.30508 0.67595 -0.1 -0.1 0.0 0.22
H -3.32465 -6.45843 -0.84210 0.0 0.0 0.0 0.23
H -3.84108 -5.47892 -3.05291 0.0 0.0 0.0 0.23
H -2.76659 -3.37286 -3.76023 0.0 0.0 0.0 0.23
H -1.21845 -2.20286 -2.23674 -0.1 0.0 -0.1 0.21
```
Forces are in eV/Å.

Properties
Kohn-Sham gap (eV): 7.82
Total charge: +1
HOMO energy (eV): -10.31

---

No. 4
C28H29CuN6OSSb2 as an isolated structure, computed with wB97M-V/def2-TZVPD.

XYZ file:
```
68
Properties=species:S:1:pos:R:3:forces:R:3:nbo_charge:R:1
Cu -2.07753 2.33058 1.46289 0.0 0.1 0.0 0.77
C 0.99975 -2.35479 -3.32870 0.0 0.0 0.0 -0.29
C 2.22685 -1.55068 -3.09367 0.0 0.0 0.0 -0.51
C 1.91731 -0.11632 -2.64797 0.0 0.0 0.0 -0.77
Sb 1.19643 -0.04978 -0.62984 -0.1 0.0 0.1 1.46
C 2.97933 -0.56758 0.36008 0.0 0.0 0.0 -0.40
C 4.15942 -0.00470 -0.11486 0.0 0.0 0.0 -0.16
C 5.37055 -0.33555 0.47923 0.0 0.0 0.0 -0.23
C 5.40030 -1.23696 1.53215 0.0 0.0 0.0 -0.17
C 4.22066 -1.80010 2.00250 0.0 0.0 0.0 -0.21
C 3.00650 -1.46270 1.42453 0.0 0.0 0.0 -0.20
C 0.84858 2.02445 -0.52924 -0.1 0.0 0.0 -0.40
C 0.11210 2.61348 -1.55579 0.0 0.0 0.0 -0.24
C -0.09337 3.98608 -1.56266 0.0 0.0 0.0 -0.21
C 0.43280 4.77099 -0.54567 0.0 0.0 0.0 -0.20
C 1.16132 4.18375 0.47976 0.0 0.0 0.0 -0.22
C 1.37038 2.81180 0.49001 0.0 0.0 0.0 -0.14
Sb -1.15322 -1.59943 -0.91405 0.0 0.0 0.0 0.95
C -0.38774 -3.41050 -0.09223 0.1 0.0 0.0 -0.39
C -1.30987 -4.30546 0.44575 0.0 0.0 0.0 -0.17
C -0.89501 -5.54177 0.92078 0.0 0.0 0.0 -0.22
C 0.44511 -5.89661 0.85975 0.0 0.0 0.0 -0.19
C 1.36913 -5.01425 0.31784 0.0 0.0 0.0 -0.19
C 0.95296 -3.77971 -0.16066 0.0 0.0 0.0 -0.24
C -2.27447 -0.95866 0.78242 0.0 0.0 0.0 -0.41
C -3.26881 -0.01233 0.53437 0.0 0.0 0.0 -0.27
C -4.10168 0.42309 1.56491 0.0 0.0 0.0 -0.24
C -3.95160 -0.10015 2.84108 0.0 0.0 0.0 -0.18
C -2.96701 -1.04909 3.09013 0.0 0.0 0.0 -0.22
C -2.13094 -1.47446 2.06835 0.0 0.0 0.0 -0.15
H 0.93408 -3.39476 -3.04242 0.0 0.0 0.0 0.19
H 0.24261 -1.97757 -4.00466 0.0 0.0 0.0 0.18
H 2.80963 -1.49706 -4.02493 0.0 0.0 0.0 0.24
H 2.88231 -2.04425 -2.36897 0.0 0.0 0.0 0.21
H 1.15637 0.33005 -3.29168 0.0 0.0 0.0 0.23
H 2.79845 0.52445 -2.69828 0.0 0.0 0.0 0.24
H 4.15152 0.70177 -0.93663 0.0 0.0 0.0 0.21
H 6.28660 0.11153 0.11662 0.0 0.0 0.0 0.23
H 6.34440 -1.49873 1.99144 0.0 0.0 0.0 0.23
H 4.24394 -2.49972 2.82775 0.0 0.0 0.0 0.23
H 2.08779 -1.88323 1.80928 0.0 0.0 0.0 0.24
H -0.30003 2.01287 -2.35963 0.0 0.0 0.0 0.21
H -0.65108 4.44798 -2.36861 0.0 0.0 0.0 0.22
H 0.28319 5.84326 -0.55654 0.0 0.0 0.0 0.23
H 1.57464 4.79453 1.27164 0.0 0.0 0.0 0.23
H 1.94239 2.35810 1.29022 0.0 0.0 0.0 0.22
H -2.36088 -4.04337 0.50791 0.0 0.0 0.0 0.21
H -1.62116 -6.22707 1.33794 0.0 0.0 0.0 0.23
H 0.76830 -6.86003 1.23097 0.0 0.0 0.0 0.23
H 2.41614 -5.28439 0.26723 0.0 0.0 0.0 0.22
H 1.69358 -3.11000 -0.58258 0.0 0.0 0.0 0.21
H -3.41648 0.38367 -0.46530 0.0 0.0 0.0 0.23
H -4.88069 1.14722 1.35906 0.0 0.0 0.0 0.23
H -4.60014 0.22925 3.64191 0.0 0.0 0.0 0.23
H -2.84643 -1.45205 4.08745 0.0 0.0 0.0 0.23
H -1.35597 -2.20254 2.27729 0.0 0.0 0.0 0.22
N -4.73929 3.96004 -2.72350 0.0 0.0 0.0 -0.59
N -3.97034 4.02812 -1.57821 0.0 0.0 0.0 0.19
N -3.68344 5.16969 -0.99804 0.1 0.0 0.0 -0.25
C -3.04691 4.75528 0.08673 -0.1 0.0 0.0 0.15
N -2.98285 3.41976 0.13266 0.1 0.0 0.0 -0.40
N -3.58847 2.96460 -0.94980 0.0 0.0 0.0 -0.05
H -4.73569 4.88400 -3.14076 0.0 0.0 0.0 0.40
H -4.32913 3.27684 -3.35034 0.0 0.0 0.0 0.39
H -2.63984 5.41056 0.83633 0.0 0.0 0.0 0.24
O 0.59421 0.10604 1.88844 -0.1 0.0 0.0 -1.05
S 0.03153 0.80929 3.07927 0.0 0.0 0.0 1.40
N -1.05109 1.78322 2.91955 0.0 0.0 0.0 -1.13
```
Forces are in eV/Å.

Properties
Kohn-Sham gap (alpha / beta) (eV): 7.75 / 8.16
Multiplicity: 2
Total charge: +1
HOMO energy (alpha / beta) (eV): -10.61 / -11.09

---

The following relative energy (zero: lowest compared OMol25 entry of this formula, charge and spin) values (in kcal/mol) correspond, in order, to the records above: 32.5 45.4 0.0 0.0.